[1]
Entry from OMol25: one molecule with the formula C20H12Cl3F3N4S (the ωB97M-V functional and the def2-TZVPD basis).

Calculated values
Gap between HOMO and LUMO, eV: 8.339
Total charge: 0
E_HOMO, eV: -8.233
Energy above the lowest of the compared OMol25 structures with the same formula, charge and spin, eV: 0.047
SMILES: CSc1nn(-c2c(Cl)cc(Cl)cc2Cl)c2nc(C)nc(-c3ccccc3C(F)(F)F)c12

```
43
Properties=species:S:1:pos:R:3:lowdin_charge:R:1
C 5.401 0.306 -0.712 -0.0814
C 1.358 -0.732 0.387 -0.1941
F 4.021 1.495 2.974 0.1208
H -1.212 -3.735 2.359 0.0841
H 0.438 -3.567 3.009 0.0712
H 6.441 0.504 -0.957 0.1076
H 0.612 4.797 -1.355 0.0341
C -0.018 -2.318 1.336 -0.3418
C -5.619 0.590 -0.374 -0.1450
C -4.320 0.796 -0.012 -0.5408
Cl -2.378 -2.121 -2.127 0.7016
C -0.150 -3.585 2.113 -0.0172
H -0.880 3.864 -1.431 0.0239
H -0.068 4.131 0.126 0.0348
H 5.062 -0.968 -2.417 0.1114
N -1.922 0.281 -0.361 -0.0697
C 0.247 -0.018 0.026 -0.1099
H 2.708 -1.442 -1.809 0.1157
C 2.701 -0.287 -0.002 -0.1133
N -1.351 1.397 -0.884 0.1367
Cl -7.606 -0.717 -1.708 0.7025
H -5.213 -2.126 -2.362 0.1063
H 5.609 1.354 1.051 0.1086
F 2.655 -0.188 2.982 0.1281
F 1.964 1.772 2.158 0.1128
C -4.950 -1.267 -1.746 -0.1174
H 0.174 -4.432 1.512 0.0831
C -3.282 0.011 -0.548 -0.2290
C 0.073 3.948 -0.936 -0.3820
H -6.398 1.203 0.048 0.1058
C -0.976 -0.615 0.191 -0.2480
Cl -4.012 2.175 1.057 0.6769
C 3.285 -0.779 -1.189 0.0009
C -3.613 -1.063 -1.400 -0.5074
C 3.517 0.513 0.891 -0.0317
C 3.030 0.906 2.254 -0.5186
C 4.630 -0.512 -1.518 -0.0638
C 4.876 0.810 0.482 0.0104
C -0.059 1.205 -0.633 -0.5156
S 1.094 2.455 -1.101 0.9045
N 1.221 -1.905 1.007 0.2033
N -1.118 -1.716 0.881 0.1998
C -5.971 -0.421 -1.262 -0.6580
```

[2]
Entry from OMol25: a 10-piece molecular cluster, C6H35N2O9 overall (the ωB97M-V functional and the def2-TZVPD basis).

Calculated values
Gap between HOMO and LUMO, eV: 10.551
Total charge: +1
E_HOMO, eV: -12.882
Energy above the lowest of the compared OMol25 structures with the same formula, charge and spin, eV: 5.246

```
52
Properties=species:S:1:pos:R:3:lowdin_charge:R:1
H 1.972 4.320 -0.812 0.1281
H -0.683 -2.682 1.265 0.0319
H 1.009 -1.355 -0.967 0.1092
O 2.517 1.477 -2.108 0.0233
H 0.971 1.511 1.872 0.1180
H 0.218 0.268 -2.982 0.0420
H -0.601 2.416 -2.558 0.0623
C -2.697 0.283 -1.366 -0.0830
C 0.054 -0.011 0.436 -0.2668
H 3.954 0.453 -1.134 0.0165
H -0.609 -0.433 -4.256 0.0834
H -1.196 -1.196 4.778 0.0665
H -3.033 -0.012 -2.300 0.0749
N 1.219 -0.474 -0.491 0.2059
O -0.876 -0.366 4.389 -0.0105
O 0.256 -0.137 -3.913 -0.0771
H 1.205 -3.156 -3.103 0.0528
H -1.964 -0.085 3.185 -0.0397
H 4.509 -1.044 -1.587 0.0688
H -2.371 2.635 -1.625 0.0987
O 0.683 -2.465 -2.712 -0.0382
O -2.460 -0.073 2.373 -0.0545
H 0.885 3.130 -1.256 -0.0395
H -1.144 -3.222 3.478 0.0095
H 0.503 -1.671 -3.173 -0.0559
O -1.863 -2.705 3.762 -0.0405
H -0.699 -0.885 0.485 0.1455
C 1.743 -0.292 2.432 -0.0914
H -3.381 0.050 2.614 0.0656
H 1.320 -1.186 2.977 0.0877
H -2.114 -2.446 2.849 0.0341
H -2.592 -0.536 -0.705 0.0655
O -1.204 -3.503 1.265 0.0024
H 2.178 0.277 3.315 0.1104
H 2.016 -0.622 0.178 0.1060
H -0.861 0.261 5.023 0.0200
H 2.561 1.087 -2.887 -0.0025
C -1.556 2.154 -2.161 -0.0644
H -3.398 0.817 -0.762 0.0907
O 3.886 -0.490 -1.096 -0.0512
H -0.289 0.403 2.421 0.0854
H -2.023 2.063 -3.178 0.1018
H -1.599 1.298 0.628 0.1544
H 1.301 0.326 -1.216 0.1235
H 2.454 2.386 -2.017 -0.0262
C 0.625 0.495 1.776 -0.2129
C -0.744 1.125 -0.136 -0.1785
N -1.312 0.789 -1.484 -0.2288
H 2.566 -0.620 1.767 0.0667
O 1.612 3.648 -1.454 -0.0140
H -0.975 -3.943 0.506 0.0098
H 0.024 1.938 -0.334 0.1141
```

[3]
Entry from OMol25: a 2-piece molecular cluster, C11H14N2O overall (the ωB97M-V functional and the def2-TZVPD basis).

Calculated values
Gap between HOMO and LUMO, eV: 8.507
Total charge: 0
E_HOMO, eV: -7.949
Energy above the lowest of the compared OMol25 structures with the same formula, charge and spin, eV: 2.731
SMILES: Cc1c[nH]c2ccccc12.CC(N)=O

```
28
Properties=species:S:1:pos:R:3:lowdin_charge:R:1
H -2.563 1.181 -2.739 0.0312
H -3.654 -0.055 -1.817 0.1124
C -0.150 -3.490 1.061 -0.1209
C 1.099 2.734 2.008 0.0067
C 0.157 -1.615 -0.360 -0.2110
O 2.983 4.199 2.058 0.0576
C -1.454 -3.281 0.869 -0.1255
C -2.693 0.599 -1.913 -0.0354
H 0.110 0.622 -2.799 0.0686
H 0.915 1.867 1.417 0.0691
H 1.834 -2.960 0.386 0.1280
H -2.765 1.197 -1.048 0.0519
C -1.428 -0.252 -1.622 -0.1500
H 3.447 3.255 -0.208 0.0850
H -3.074 -2.376 0.121 0.1060
C 2.310 3.386 1.459 -0.5400
H 0.363 -4.353 1.529 0.1146
C -0.142 0.050 -2.025 -0.0436
N 2.649 2.811 0.197 0.1461
H 2.186 2.212 -0.402 0.0449
C -2.008 -2.227 0.100 -0.0369
H -1.968 -3.947 1.518 0.0918
C -1.225 -1.339 -0.535 -0.1214
C 0.738 -2.650 0.336 -0.0309
H 1.402 2.337 2.907 0.0690
N 0.802 -0.680 -1.222 0.0486
H 0.335 3.383 2.107 0.0558
H 1.793 -0.611 -1.383 0.1283
```

[4]
Entry from OMol25: a 8-piece molecular cluster, C69H73BN3O22S overall (the ωB97M-V functional and the def2-TZVPD basis).

Calculated values
Gap between HOMO and LUMO, eV: 7.790
Total charge: +1
E_HOMO, eV: -11.204

```
169
Properties=species:S:1:pos:R:3:lowdin_charge:R:1
H 7.179 -0.953 1.798 0.1227
C -5.909 4.452 -1.715 -0.0080
O -4.673 3.464 -3.449 0.0544
C 6.069 -0.677 -8.131 -0.3833
C 0.490 5.914 7.447 -0.3894
C -3.650 -3.554 0.948 -0.0763
O -4.999 -1.744 -0.728 -0.1455
H -4.848 5.667 -4.820 0.1283
C -0.415 2.169 3.973 -0.1408
H 6.501 -0.327 -2.471 0.0927
H 1.369 -0.526 4.881 0.0737
H -2.171 5.634 1.246 0.0850
C 0.083 3.427 4.197 -0.0158
H -3.940 -3.283 -1.675 0.1473
C -5.968 6.767 -3.396 0.0346
C -1.121 5.339 1.203 -0.0337
H -1.905 2.817 1.021 0.0822
H 4.879 -0.119 2.278 0.1166
H 0.268 5.442 3.497 0.1173
H -2.840 6.397 6.651 0.1230
C -0.256 1.621 6.441 -0.0651
O -4.770 -10.759 -2.252 0.1270
O 0.018 -5.305 -1.148 0.1743
H -2.906 -7.765 0.481 0.1158
H -0.910 5.057 0.175 0.0822
O -0.511 -8.212 -0.408 0.0836
O 8.135 -1.113 -0.606 0.1159
C 6.503 -0.629 1.017 0.0251
C 0.703 -2.782 2.385 -0.2888
C -6.621 6.773 -2.060 -0.3780
C 7.017 -0.705 -0.377 -0.3755
H 7.127 0.636 -5.110 0.1166
H -0.200 -3.660 -3.149 0.0860
C -3.795 -10.179 -1.831 -0.3792
O -5.614 -1.194 -1.894 -0.0008
C -5.333 5.691 -3.852 0.0308
C 1.301 0.559 4.803 -0.0420
H 2.796 -2.369 2.533 0.0975
H -6.020 -0.385 -1.548 0.0888
C 1.949 -2.004 1.952 -0.0295
H -0.883 0.262 4.894 0.1269
C -3.914 -9.154 -0.760 0.0291
H -1.307 -1.609 -2.323 0.0896
S -4.024 1.763 -0.599 0.9064
H -1.172 2.179 6.612 0.0781
O -2.718 2.995 -7.235 0.1143
C -3.791 -2.317 -1.191 -0.1384
H 1.643 0.836 3.806 0.0736
H -1.885 -1.706 2.598 0.1671
H 8.531 4.656 0.756 0.1244
C -1.358 8.008 6.783 -0.3849
O 3.253 0.660 0.415 0.0713
H 0.345 -0.935 -0.359 0.0978
N -1.382 -1.474 1.735 0.1042
H -5.022 -1.336 3.699 0.1206
H -3.185 2.762 -4.687 0.0865
C 5.315 -0.565 -5.367 -0.3619
H -3.345 -1.666 -1.934 0.1065
C -1.490 -8.797 -0.832 -0.3697
H -0.369 -10.007 -2.269 0.1255
C 6.137 5.466 -1.666 0.0245
H 1.976 1.057 5.490 0.0836
C -2.185 0.703 -7.342 0.0275
H -5.838 3.531 -1.153 0.0438
C 4.488 -1.296 -6.357 0.0219
H -2.372 -11.210 -3.139 0.1274
H -0.143 0.240 1.229 0.1515
C -2.437 -10.460 -2.361 0.0329
O -7.195 7.751 -1.643 0.1275
C -5.257 4.453 -3.046 -0.3659
C 6.113 -0.266 -1.470 0.0009
O -3.006 -3.545 3.700 0.1180
H -6.039 7.685 -3.966 0.1277
C 7.887 3.369 -0.798 0.0261
C 4.376 0.255 0.176 -0.3871
C -1.368 -9.819 -1.897 0.0261
C 0.333 -1.893 -0.873 -0.0519
O 6.385 -0.724 -9.298 0.1173
B 0.507 -4.308 -0.343 -0.6109
C -0.121 4.454 3.306 -0.0185
C -0.657 -0.231 2.063 -0.1058
C 7.020 5.644 -0.485 -0.3844
H 1.189 -4.331 5.072 0.0776
H -0.439 -3.796 4.521 0.0579
C -2.064 -0.449 -6.688 0.0268
C -3.903 -2.829 3.349 -0.5214
C 4.886 0.178 -1.208 0.0149
H 0.665 3.664 5.075 0.1123
C -1.120 1.927 2.809 -0.2064
H 0.044 -0.385 2.870 0.0943
H -4.274 -4.178 0.314 0.1294
C -6.542 5.526 -1.252 0.0357
C -1.795 6.590 6.861 0.0256
H 1.974 7.519 7.575 0.1237
C -2.506 -1.285 0.712 -0.1227
H 0.131 -6.164 -0.708 0.0937
C -0.391 -3.018 -0.030 -0.2202
H 0.370 9.339 6.999 0.1246
H -4.998 -1.959 1.695 0.1109
C -2.882 1.853 -5.185 0.0288
C -2.759 0.698 -4.537 0.0278
O 7.024 6.677 0.146 0.1147
H -1.233 4.582 7.234 0.1077
C -0.938 5.622 7.171 0.0128
H 1.334 -2.780 -3.197 0.0917
C -0.521 -2.708 1.466 -0.1168
C -4.571 -2.914 1.989 -0.0777
H 2.225 -2.097 0.913 0.0641
H -1.760 -1.366 -7.177 0.1229
H 0.603 2.241 6.671 0.0633
H -5.430 -3.572 2.129 0.1475
H -1.140 -3.524 1.836 0.1364
H -2.965 -4.234 1.449 0.1147
C 6.129 4.329 -2.357 0.0242
H 2.410 -4.419 -0.665 0.1339
H -4.912 -8.965 -0.385 0.1244
H -0.167 0.282 -2.212 0.0760
H -1.934 -4.297 -0.501 0.1211
H -1.988 0.793 -8.402 0.1239
H 0.387 -2.286 3.311 0.1132
H -2.959 0.610 -3.476 0.0975
C 7.004 3.194 -1.977 -0.3717
H -0.553 6.213 1.502 0.0761
H 4.251 -1.876 -8.381 0.1231
H 0.021 -5.456 4.407 0.0765
H 1.380 -2.158 -1.006 0.1115
O 1.268 5.023 7.718 0.0966
C 6.543 0.107 -5.854 0.0291
O -2.226 -1.592 -4.634 0.0867
C 0.942 -4.222 2.891 -0.1885
C 6.894 0.054 -7.136 0.0288
O 6.994 2.155 -2.603 0.0878
O -4.384 -1.881 4.183 0.1372
H 1.997 -4.471 2.847 0.1146
H 4.213 0.501 -1.992 0.1169
C -2.843 -8.514 -0.299 0.0169
H 5.492 4.177 -3.219 0.1225
C 4.838 -1.349 -7.639 0.0256
C -2.605 1.945 -6.641 -0.3735
N -1.722 -3.311 -0.579 0.0956
C -0.225 -1.668 -2.276 -0.4197
C 0.072 8.300 7.062 0.0259
N -2.149 -0.247 -0.276 0.1304
C 0.928 7.329 7.370 0.0221
H 3.595 -1.777 -5.977 0.1183
H -7.025 5.548 -0.283 0.1260
C -2.865 -2.584 -0.001 -0.3438
O -2.138 8.889 6.501 0.1149
O 5.000 -0.516 -4.195 0.0864
C 7.895 4.505 -0.107 0.0268
C -0.856 4.211 2.166 -0.2647
O 1.818 -4.435 0.100 0.1586
H 1.843 -0.964 2.245 0.0510
O -1.657 0.661 2.550 -0.0334
C 0.412 -4.445 4.323 -0.0684
H 5.508 6.308 -1.926 0.1232
C 5.276 -0.184 1.272 0.0122
H 0.055 -2.308 -4.293 0.0722
C 0.248 -2.681 -3.292 -0.0180
C -2.925 0.675 -0.403 -0.7014
C -2.341 -0.540 -5.234 -0.3648
H -0.180 0.769 7.116 0.0886
C -1.332 2.952 1.925 0.0279
H -3.336 -0.879 1.274 0.1422
H 8.516 2.526 -0.540 0.1240
H 7.787 0.536 -7.514 0.1250
C -0.167 1.073 5.008 -0.3210
H 0.427 -4.954 2.265 0.1053
O 0.274 -0.394 -2.740 -0.0357
```

[5]
Entry from OMol25: C8H21I2O4P2STb as an isolated structure (the ωB97M-V functional and the def2-TZVPD basis).

Calculated values
Gap between HOMO and LUMO (spin up / spin down), eV: 6.887 / 7.172
<S²>: 12.130
Total charge: +2
E_HOMO (spin up / spin down), eV: -16.205 / -16.299
Multiplicity: 7

```
39
Properties=species:S:1:pos:R:3:lowdin_charge:R:1
O 1.383 0.921 2.335 -0.3540
H -2.903 -0.127 -3.087 -0.0179
C 3.458 -1.366 0.570 -0.2421
H 3.188 -0.040 -3.047 0.0097
H 4.630 -0.844 -2.338 0.0756
C -3.255 -0.827 -2.318 -0.2800
C 0.163 1.443 -0.326 -0.4348
H -3.392 2.114 -0.834 0.0578
H 3.151 -1.048 1.584 0.0444
C -3.240 -1.516 0.484 -0.2476
H 3.469 1.653 0.885 0.0538
H -1.109 1.861 2.601 0.0421
C -3.654 1.260 -0.185 -0.2359
I 0.483 -1.189 -4.282 0.3307
H 4.558 -1.496 0.528 0.0783
H 3.043 -1.673 -2.469 0.0064
Tb 0.095 -0.807 -0.181 1.2249
P -2.679 -0.175 -0.708 0.7213
O -0.012 2.572 -0.118 0.1187
H 4.929 1.306 -0.087 0.0832
H -3.335 1.539 0.838 0.0551
C 3.825 1.382 -0.129 -0.2423
H 3.574 2.234 -0.786 0.0599
I -0.307 1.327 -3.269 0.4596
H -4.341 -0.982 -2.396 0.0773
H -2.718 -2.462 0.241 0.0492
H -1.999 0.445 3.086 0.0514
C -1.126 1.060 3.331 -0.0956
H 2.962 -2.330 0.342 0.0444
H -1.360 1.566 4.284 0.0963
P 2.881 -0.067 -0.667 0.7565
O 0.719 -0.697 4.200 -0.2510
C 3.540 -0.715 -2.258 -0.2974
O -0.262 -0.871 1.920 -0.5962
H -4.337 -1.675 0.440 0.0787
S 0.399 0.072 3.013 0.5563
H -2.730 -1.772 -2.522 0.0443
H -2.935 -1.226 1.507 0.0355
H -4.755 1.148 -0.181 0.0835
```

[6]
Entry from OMol25: C42H33BrF4N6O4PY as an isolated structure (the ωB97M-V functional and the def2-TZVPD basis).

Calculated values
Gap between HOMO and LUMO, eV: 8.296
Total charge: +2
E_HOMO, eV: -13.698
Energy above the lowest of the compared OMol25 structures with the same formula, charge and spin, eV: 0.000

```
92
Properties=species:S:1:pos:R:3:lowdin_charge:R:1
F 1.966 1.190 4.635 0.1203
O -1.667 -0.005 1.177 -0.2793
H -1.202 3.941 -4.870 0.1311
C 1.006 2.029 4.255 -0.2076
H 3.520 -0.139 3.446 0.1084
H -0.965 -2.391 4.895 0.1257
N 1.231 -0.911 -1.933 0.0241
C -0.827 2.689 -3.176 -0.2645
Y -0.627 0.387 -0.723 1.4408
C -0.503 2.883 2.643 -0.5102
H 2.207 -4.003 2.516 0.1150
H -0.913 -0.001 -5.213 0.1382
H 1.259 3.234 -0.728 0.0704
C -1.000 3.762 3.585 -0.2572
C 3.589 -2.269 -2.582 -0.0061
F -1.972 4.611 3.276 0.0977
H 2.607 -2.649 -4.450 0.1294
Br -1.277 3.071 0.913 0.9495
C 1.029 4.537 -2.407 -0.0165
N -0.601 -3.207 -0.790 0.0470
H -0.774 -5.248 -0.220 0.1551
C -2.212 -1.109 1.557 -0.5708
P 1.204 0.767 1.762 1.0688
C -4.039 0.676 -0.178 -0.1066
C -4.854 -0.780 -2.325 0.0104
C 3.890 0.458 2.623 -0.0786
C -1.702 -2.292 0.786 -0.1203
H 0.661 -1.653 -5.112 0.1324
C 4.879 1.957 0.496 -0.0633
H -3.671 1.232 0.672 0.0915
C 5.255 0.664 2.488 -0.0434
H 5.932 0.236 3.214 0.1187
H 4.495 -2.797 -2.846 0.1295
C -2.527 -0.635 -3.248 -0.1243
H 0.426 -4.323 4.206 0.1232
O -2.056 -5.655 2.210 0.1340
C 0.253 -1.419 -4.129 -0.1040
H 2.847 2.128 -0.131 0.0679
C 0.009 -1.019 3.577 -0.0897
C 1.578 -3.172 2.807 -0.0540
C 3.451 -1.651 -1.351 -0.0172
H -6.796 -0.818 -1.409 0.1278
H -0.627 -0.195 3.880 0.1186
H -6.041 0.549 0.546 0.1267
C -0.405 -0.055 -4.243 -0.1594
C 1.378 -1.500 -3.135 -0.2744
C -0.625 3.808 -3.965 0.0160
H 0.373 0.711 -4.242 0.1357
H -2.104 1.721 -4.591 0.1413
C -1.865 1.660 -3.524 -0.1184
C -5.772 -0.477 -1.333 -0.0060
H 4.240 -1.658 -0.612 0.1252
H -5.141 -1.351 -3.198 0.1301
C 1.788 -1.923 2.240 -0.1054
C -3.554 -0.330 -2.189 -0.2683
C -0.195 -2.267 4.146 -0.0420
H 0.010 -3.256 -1.593 0.1493
O -3.053 -1.237 2.427 0.1046
H -3.003 -0.608 -4.236 0.1485
H 2.595 -1.802 1.530 0.0865
O -3.135 -3.871 2.978 0.1455
F 1.028 2.902 6.437 0.1687
H -0.480 -2.205 -3.932 0.1144
H 0.491 5.628 -4.180 0.1294
C 3.006 1.011 1.699 -0.3737
N -0.140 2.478 -2.043 -0.0188
C -1.754 -3.674 1.014 -0.0310
C 0.526 1.988 2.951 -0.2895
C 0.525 2.907 5.214 -0.1170
H 5.260 2.532 -0.338 0.1121
H -2.779 1.875 -2.971 0.1339
C 2.265 -1.004 -1.079 -0.1470
N -1.000 -2.014 -0.316 0.0088
C 0.762 3.402 -1.672 -0.1646
H 1.766 5.247 -2.061 0.1247
C 0.585 -3.351 3.760 -0.0478
C -5.359 0.280 -0.247 -0.0070
C 3.516 1.743 0.626 -0.1159
N -1.388 0.296 -3.190 -0.2235
C -1.016 -4.219 -0.016 0.0409
C 5.750 1.421 1.435 -0.0514
C -0.486 3.787 4.873 -0.1145
N -3.136 0.369 -1.125 0.0238
C -2.337 -4.490 2.126 -0.5007
H 2.143 -0.528 -0.121 0.0207
F -0.964 4.643 5.758 0.1760
C 0.318 4.746 -3.579 -0.0041
H -2.162 -1.650 -3.092 0.1166
C 0.998 -0.837 2.613 -0.3640
C 2.534 -2.189 -3.475 0.0080
H -3.261 -2.909 2.782 0.0777
H 6.815 1.589 1.344 0.1169
```